This record from OMol25 describes a molecular structure, C46H55BBrClF4N5O4PdS in a non-equilibrium geometry. The level of theory is wB97M-V/def2-TZVPD.

```
119
Properties=species:S:1:pos:R:3:forces:R:3
Pd -0.1820 -0.1257 -0.2939 0.43 -0.90 -0.02
C -3.3393 -7.2194 -0.9517 0.02 0.01 -0.02
C -4.3421 -6.0923 -1.2528 -0.07 -0.06 0.03
C -5.1236 -6.4485 -2.5193 0.05 0.01 -0.02
C -5.3431 -5.9701 -0.0851 0.01 0.02 -0.02
C -3.5977 -4.7757 -1.3748 -0.04 0.01 -0.11
C -2.9110 -4.2810 -0.2419 -0.01 -0.24 0.08
C -2.3143 -3.0749 -0.3063 0.19 0.35 -0.01
Br -1.4476 -2.3708 1.2190 0.05 0.10 0.10
C -2.3641 -2.2144 -1.4761 -0.25 -0.24 0.00
O -1.9287 -1.0471 -1.4219 0.22 0.34 -0.26
C -3.0067 -2.7704 -2.6748 0.04 0.03 0.09
C -3.5873 -4.0136 -2.5553 0.03 -0.03 0.06
C -3.0585 -2.0036 -3.9975 0.07 0.07 0.07
C -3.7000 -2.8467 -5.1039 -0.04 -0.02 0.04
C -3.9000 -0.7272 -3.8176 0.03 -0.05 0.06
C -1.6427 -1.6188 -4.4617 -0.06 -0.05 0.02
H -3.8846 -8.1418 -0.7393 0.04 0.03 -0.02
H -2.7131 -6.9901 -0.0862 -0.05 -0.04 -0.05
H -2.6865 -7.3973 -1.8095 -0.01 0.02 0.07
H -5.6325 -7.4022 -2.3651 0.01 0.06 -0.01
H -4.4664 -6.5655 -3.3858 -0.06 0.02 0.07
H -5.8824 -5.6947 -2.7490 0.05 -0.07 -0.01
H -5.9747 -6.8607 -0.0534 0.06 0.04 0.02
H -5.9912 -5.0990 -0.2184 0.03 -0.07 0.02
H -4.8389 -5.8832 0.8801 -0.04 0.01 -0.06
H -2.8644 -4.8560 0.6754 -0.04 0.02 -0.10
H -4.0690 -4.4265 -3.4266 -0.03 -0.03 0.09
H -4.7495 -3.0750 -4.8912 0.07 0.00 -0.05
H -3.1564 -3.7811 -5.2695 -0.05 0.07 -0.02
H -3.6681 -2.2770 -6.0333 -0.01 -0.02 0.03
H -4.8695 -0.9517 -3.3609 0.05 0.02 -0.06
H -4.0766 -0.2724 -4.7964 0.02 -0.03 0.07
H -3.3748 -0.0072 -3.1936 -0.02 -0.01 0.02
H -1.0189 -2.5011 -4.5948 0.06 -0.03 -0.01
H -1.1479 -0.9571 -3.7592 0.07 0.07 0.10
H -1.7154 -1.0993 -5.4203 0.00 -0.04 0.04
C -7.3283 -0.4159 -0.5561 0.07 0.05 0.04
C -5.9761 0.2468 -0.5287 -0.04 -0.06 0.04
C -5.0411 -0.0845 0.4521 -0.09 -0.01 -0.03
C -3.7887 0.5038 0.4731 0.02 0.04 -0.13
C -3.4579 1.4268 -0.5120 0.06 -0.08 0.14
C -4.3840 1.8010 -1.4776 0.10 0.16 -0.06
C -5.6354 1.2140 -1.4725 -0.10 0.01 -0.05
S -1.8533 2.1528 -0.6492 -0.22 0.54 -0.60
O -2.0103 3.5712 -0.7319 0.10 0.01 0.09
O -1.0692 1.5154 -1.7006 0.01 0.11 0.34
N -1.0572 1.6274 0.7113 -0.49 -0.19 0.32
C -1.3337 2.0760 1.9314 0.05 0.00 -0.14
C -2.1759 3.2037 2.2009 0.19 -0.08 -0.07
C -2.3171 3.6885 3.4824 0.02 -0.02 0.11
C -1.6527 3.0965 4.5467 -0.01 0.01 0.05
C -0.8674 1.9258 4.3584 -0.02 0.10 0.00
C -0.2342 1.2605 5.4252 -0.06 0.06 0.06
C 0.4429 0.0967 5.1784 0.04 -0.08 0.04
C 0.4548 -0.4041 3.8695 -0.02 0.04 -0.10
N -0.1156 0.2110 2.8466 0.22 -0.09 -0.05
C -0.7346 1.3738 3.0730 -0.12 0.01 -0.05
H -7.2800 -1.4158 -0.1221 -0.02 0.05 -0.03
H -7.7083 -0.4945 -1.5752 0.02 0.00 0.05
H -8.0520 0.1633 0.0239 0.04 -0.02 -0.03
H -5.2931 -0.8196 1.2097 0.01 0.04 -0.05
H -3.0862 0.2244 1.2424 0.09 -0.08 0.00
H -4.1209 2.5401 -2.2277 -0.05 -0.07 0.06
H -6.3591 1.5061 -2.2265 0.06 -0.05 0.04
H -2.6643 3.7080 1.3809 0.02 -0.02 -0.01
H -2.9446 4.5536 3.6514 0.03 -0.02 0.01
H -1.7457 3.5089 5.5452 0.00 -0.03 -0.05
H -0.3021 1.6676 6.4273 0.01 0.00 -0.04
H 0.9424 -0.4450 5.9718 -0.03 0.03 -0.06
H 0.9498 -1.3459 3.6512 -0.01 0.05 -0.01
C 6.4777 4.5403 0.7998 0.02 0.01 0.05
C 5.3065 3.5614 0.9701 -0.04 -0.03 0.06
C 4.2543 4.2773 1.8354 0.05 -0.04 0.01
C 4.7163 3.3002 -0.4198 0.00 0.06 0.00
C 5.7988 2.2551 1.6905 -0.07 -0.03 -0.15
O 6.4553 2.6486 2.9138 -0.14 0.03 -0.07
C 6.8124 1.3852 0.8964 -0.12 0.07 -0.03
C 6.3837 0.1757 0.0426 0.04 0.09 -0.07
C 5.7947 0.4477 -1.3212 -0.01 -0.04 0.04
C 4.5361 -0.0266 -1.6619 -0.01 0.15 0.12
C 3.9845 0.2138 -2.9155 0.09 -0.02 -0.23
C 4.7135 0.9286 -3.8464 0.14 -0.01 0.25
Cl 4.0417 1.2407 -5.4162 -0.02 0.02 -0.06
C 5.9876 1.3854 -3.5437 0.13 0.11 -0.06
C 6.5190 1.1382 -2.2880 0.15 0.00 -0.07
C 4.6639 1.4310 2.3425 0.12 0.04 -0.08
N 3.6710 0.7225 1.5292 -0.05 -0.08 0.25
C 2.5881 1.1834 0.9093 0.07 0.31 -0.07
N 1.8715 0.1752 0.4642 -0.75 -0.56 -0.11
C 2.5553 -0.9320 0.8730 0.19 0.02 0.42
N 3.6453 -0.6387 1.5387 -0.34 0.24 -0.06
H 6.1395 5.3925 0.2060 0.04 -0.04 0.02
H 7.3249 4.0961 0.2724 -0.05 0.03 0.02
H 6.8214 4.9343 1.7600 0.00 0.00 -0.06
H 4.1238 5.2993 1.4740 -0.03 -0.05 -0.02
H 4.5728 4.3283 2.8787 -0.04 0.01 -0.03
H 3.2741 3.7911 1.7876 0.08 0.08 0.06
H 4.1312 4.1703 -0.7339 0.06 -0.03 0.02
H 4.0682 2.4261 -0.4564 0.13 0.11 -0.13
H 5.4979 3.1464 -1.1613 -0.05 -0.03 0.01
H 7.2810 3.0874 2.6893 0.06 0.01 -0.03
H 7.4614 0.9778 1.6727 0.07 0.01 0.02
H 7.4322 2.0486 0.2883 0.02 -0.03 0.01
H 5.7142 -0.4654 0.6114 0.07 -0.05 -0.04
H 7.2945 -0.4102 -0.1106 0.02 0.00 0.05
H 3.9658 -0.6192 -0.9520 0.37 0.28 -0.31
H 2.9975 -0.1615 -3.1587 0.68 0.32 -0.12
H 6.5552 1.9266 -4.2904 0.00 -0.03 0.04
H 7.5236 1.4880 -2.0623 -0.07 -0.01 -0.03
H 4.1394 2.1009 3.0182 -0.09 -0.06 0.05
H 5.1403 0.6680 2.9483 0.00 -0.14 -0.01
H 2.3516 2.2269 0.7740 0.02 -0.11 0.06
H 2.2518 -1.9462 0.6651 -0.01 0.12 -0.02
F 1.4244 -0.5641 -2.4683 -0.84 -0.68 0.49
B 1.5926 -1.9495 -2.1615 -0.13 -0.13 -0.25
F 2.8456 -2.1941 -1.6098 -0.68 -0.26 -0.21
F 1.3148 -2.7433 -3.2480 -0.01 0.20 0.34
F 0.5806 -2.2055 -1.0999 0.26 0.34 -0.15
```
Positions in Å, forces in eV/Å.

The calculation puts the energy above the lowest of the compared OMol25 structures with the same formula, charge and spin at 22.02 kcal/mol. Its HOMO-LUMO gap (alpha / beta) is 6.303 / 3.983 eV. Its spin multiplicity is 5. For the molecular weight, the calculation gives 1082.62 g/mol. The LUMO energy (alpha / beta) is -3.6 / -5.9 eV. For the HOMO energy (alpha / beta), the calculation gives -9.90 / -9.90 eV. The charge is +1.

---

This record from OMol25 describes a molecular structure, C46H55BrCaN8O3Si3 in a non-equilibrium geometry. The level of theory is wB97M-V/def2-TZVPD.

```
117
Properties=species:S:1:pos:R:3:forces:R:3
Ca 1.1548 0.9584 -0.4694 -2.04 0.83 -1.92
C 5.2743 -2.2500 1.7859 -0.02 0.03 0.01
C 4.0894 -2.5628 1.1376 0.07 -0.04 0.00
C 3.0727 -1.6260 1.0733 -0.13 0.12 0.01
C 3.2431 -0.3819 1.6718 0.19 -0.28 0.08
C 4.4260 -0.0709 2.3426 -0.14 0.15 -0.04
C 5.4392 -1.0065 2.3910 0.03 -0.06 -0.01
N 2.1644 0.5303 1.5403 0.58 0.21 1.19
N 2.1539 1.4652 2.3602 0.23 -0.20 0.27
C 1.0662 2.3700 2.2493 -0.46 0.29 0.00
C 0.9032 3.2782 3.2815 0.25 -0.12 0.05
C -0.1945 4.1221 3.2515 -0.13 0.04 -0.07
C -1.0898 4.0275 2.1989 0.09 0.02 0.10
C -0.8340 3.1032 1.1969 -0.02 -0.05 -0.10
N 0.2248 2.3022 1.2143 -0.05 0.11 0.69
H 6.0793 -2.9726 1.8148 0.00 -0.01 0.02
H 3.9621 -3.5305 0.6724 -0.02 0.01 -0.01
H 2.1403 -1.8450 0.5696 0.03 -0.01 -0.05
H 4.5341 0.9058 2.7925 0.05 0.00 0.00
H 6.3674 -0.7697 2.8936 0.00 0.01 -0.01
H 1.6305 3.2974 4.0809 -0.02 0.01 0.01
H -0.3552 4.8416 4.0432 0.03 0.00 0.01
H -1.9593 4.6660 2.1383 -0.01 -0.01 -0.03
H -1.4934 2.9987 0.3437 0.04 -0.01 0.08
C 1.1956 0.5258 -4.5534 -0.01 0.05 0.07
Si -0.3257 1.6209 -4.3236 -0.05 0.22 -0.19
C -1.7623 0.3887 -4.3320 0.00 0.01 0.07
C -0.4597 2.5968 -5.9477 -0.03 -0.12 -0.04
C -0.3393 2.7569 -2.8827 0.19 -0.30 0.84
Si 0.9237 4.0843 -2.8409 -0.23 0.08 -0.15
C 2.4660 3.7162 -3.8581 -0.02 -0.07 -0.02
C 0.2660 5.7230 -3.5397 0.10 -0.01 0.06
C 1.6220 4.4961 -1.1162 0.04 -0.06 -0.05
Si -2.0072 3.2672 -2.3843 0.17 0.10 -0.37
C -3.1223 3.7791 -3.8345 -0.08 -0.03 0.08
C -2.1546 4.7771 -1.2154 0.03 0.03 -0.01
C -3.1156 1.9604 -1.4970 -0.06 -0.02 0.01
C -4.4642 2.2680 -1.2644 0.01 -0.01 -0.01
C -5.3147 1.3306 -0.7080 0.01 0.01 -0.02
C -4.8049 0.0786 -0.3948 0.00 0.00 0.01
C -3.4606 -0.1484 -0.6320 -0.01 0.00 -0.01
N -2.6313 0.7580 -1.1473 -0.03 0.05 0.05
H 1.0531 -0.1175 -5.4271 -0.03 0.05 -0.03
H 1.3467 -0.1263 -3.6937 0.04 -0.07 0.01
H 2.1072 1.1051 -4.7123 0.03 -0.03 0.03
H -1.6225 -0.3354 -5.1396 0.02 0.02 -0.03
H -2.7309 0.8693 -4.4850 -0.02 -0.03 0.03
H -1.8099 -0.1535 -3.3855 -0.01 -0.01 -0.04
H -0.5019 1.9401 -6.8228 0.01 0.00 0.01
H 0.4005 3.2596 -6.0710 -0.03 0.01 -0.02
H -1.3572 3.2188 -5.9514 0.01 0.00 -0.01
H 2.2268 3.3767 -4.8666 0.04 0.05 -0.01
H 3.0466 2.9374 -3.3666 0.06 -0.04 -0.03
H 3.0935 4.6078 -3.9434 -0.02 0.02 0.04
H -0.0577 5.5758 -4.5737 -0.01 -0.01 -0.01
H 1.0281 6.5089 -3.5340 0.00 -0.02 0.00
H -0.5915 6.0878 -2.9734 -0.03 0.05 -0.01
H 2.3206 3.7155 -0.7959 -0.02 0.06 -0.02
H 0.8528 4.6012 -0.3528 -0.09 0.07 0.07
H 2.1838 5.4347 -1.1463 0.01 -0.01 -0.02
H -2.6289 4.5686 -4.4065 0.02 0.02 0.02
H -4.0909 4.1640 -3.5021 0.01 0.01 -0.01
H -3.3105 2.9461 -4.5137 -0.01 0.04 -0.02
H -2.4506 5.6591 -1.7859 -0.02 -0.01 -0.03
H -1.2223 5.0228 -0.7112 0.07 0.07 0.03
H -2.9200 4.6188 -0.4487 -0.02 -0.01 -0.03
H -4.8410 3.2460 -1.5379 -0.01 0.00 0.01
H -6.3585 1.5634 -0.5349 0.00 0.00 0.00
H -5.4274 -0.7011 0.0245 0.00 0.00 -0.01
H -3.0212 -1.1128 -0.3900 0.02 0.00 0.01
N -0.1306 -2.0290 -1.6961 -0.25 -0.07 0.01
C -0.2301 -0.9679 -1.2423 0.11 -0.61 -0.27
H 0.0895 -2.9074 -2.1149 -0.07 0.03 -0.07
C -5.1656 -7.6687 7.4300 0.04 0.01 -0.04
C -3.9434 -7.2463 6.6596 -0.03 0.03 -0.01
C -2.6639 -7.6000 7.0713 0.00 -0.01 -0.01
C -1.5439 -7.2071 6.3559 0.03 0.00 0.02
C -1.6763 -6.4575 5.1931 -0.02 0.04 0.06
N -0.5140 -6.0948 4.4764 0.01 -0.12 -0.01
C -0.2410 -4.9341 3.7852 0.02 0.06 0.06
O 0.6730 -4.8746 2.9876 0.02 -0.01 -0.03
N -1.0467 -3.8714 4.1232 -0.07 0.02 0.00
C -1.2173 -2.6790 3.4056 0.04 0.01 -0.01
C -2.2637 -1.8377 3.7719 0.02 -0.04 0.01
C -2.4738 -0.6726 3.0611 -0.02 0.00 0.04
C -1.6315 -0.3794 2.0000 0.00 -0.05 0.01
N -0.6144 -1.1638 1.6566 0.07 0.13 0.18
C -0.4020 -2.2837 2.3442 0.06 -0.01 -0.04
C -2.9548 -6.1215 4.7525 -0.03 -0.03 -0.04
C -4.0648 -6.5021 5.4893 -0.01 -0.02 0.05
H -4.9071 -7.9887 8.4382 0.00 0.00 0.00
H -5.6686 -8.5002 6.9327 0.00 -0.01 0.01
H -5.8807 -6.8492 7.5033 -0.01 -0.01 0.02
H -2.5353 -8.1809 7.9767 0.00 -0.01 0.00
H -0.5535 -7.4795 6.6999 0.00 0.02 0.02
H 0.2146 -6.7845 4.3876 -0.01 0.02 -0.05
H -1.7082 -4.0268 4.8675 0.02 0.00 -0.03
H -2.9069 -2.1073 4.6028 -0.02 0.02 0.00
H -3.2846 -0.0041 3.3174 -0.01 -0.01 -0.02
H -1.7925 0.4971 1.3870 0.02 0.03 0.03
H 0.4373 -2.8964 2.0511 0.00 0.00 0.01
H -3.0864 -5.5857 3.8208 0.02 0.00 0.00
H -5.0528 -6.2320 5.1349 0.01 0.02 -0.02
Br 3.6348 -2.6320 -3.1400 0.01 -0.07 -0.04
C 4.5932 -1.0246 -3.4681 0.01 -0.01 0.01
C 5.5931 -1.1270 -4.4245 0.05 -0.01 -0.02
C 6.3832 -0.0304 -4.7291 -0.05 -0.02 0.00
C 6.1988 1.1631 -4.0496 0.00 0.02 0.03
C 5.2058 1.2530 -3.0916 0.02 -0.02 0.00
C 4.3656 0.1781 -2.8006 -0.05 0.10 -0.01
C 3.2372 0.4350 -1.8390 0.54 -0.15 -0.07
O 3.1585 1.5709 -1.2868 0.50 -0.07 -0.08
O 2.3907 -0.4672 -1.6172 0.55 -0.41 -0.21
H 5.7482 -2.0712 -4.9271 -0.02 0.00 -0.02
H 7.1395 -0.1141 -5.4988 0.02 -0.02 0.02
H 6.8174 2.0227 -4.2704 0.00 0.00 0.01
H 5.0467 2.1694 -2.5426 -0.05 0.04 -0.03
```
Positions in Å, forces in eV/Å.

The calculation puts the energy above the lowest of the compared OMol25 structures with the same formula, charge and spin at 36.77 kcal/mol. Its HOMO-LUMO gap is 4.655 eV. For the molecular weight, the calculation gives 972.24 g/mol. The LUMO energy is -1.5 eV. For the HOMO energy, the calculation gives -6.15 eV.